Below is C15H19NO5 in the gas phase, with properties calculated with ωB97M-V/def2-TZVPD.

Geometry as XYZ:
```
40
Properties=species:S:1:pos:R:3:lowdin_charge:R:1
C 0.87042 1.77564 0.21285 -0.080
H 0.77965 0.97144 0.94638 0.087
O 1.93011 1.54905 -0.68677 -0.066
C 1.87287 0.54677 -1.61330 -0.189
C 2.80646 0.66965 -2.63596 0.033
C 2.92387 -0.26090 -3.65700 -0.287
C 2.06611 -1.34690 -3.64651 -0.054
C 1.13050 -1.49496 -2.63680 -0.018
C 1.01631 -0.56975 -1.60842 -0.180
O 0.11488 -0.70018 -0.57578 -0.082
C -0.79057 -1.78110 -0.58623 -0.202
C -1.71358 -1.60504 0.61519 -0.122
H -1.09563 -1.48187 1.50706 0.118
H -2.32834 -2.49502 0.74836 0.127
C -2.60451 -0.37686 0.43217 -0.157
H -3.35448 -0.55087 -0.34157 0.140
H -1.99679 0.49127 0.15613 0.112
O -3.38962 -0.07344 1.57840 -0.009
N -2.64245 0.37037 2.65518 0.028
C -2.41459 -0.42470 3.76653 -0.413
O -2.75664 -1.56636 3.88267 0.127
C -1.65959 0.43498 4.75924 -0.061
C -1.41214 1.76334 4.04938 -0.060
C -2.09321 1.63836 2.70338 -0.406
O -2.14504 2.44819 1.81997 0.122
H -1.83235 2.61740 4.58064 0.129
H -0.35302 1.96891 3.88993 0.127
H -2.26896 0.54334 5.65715 0.130
H -0.74094 -0.07457 5.05040 0.129
H -0.24923 -2.73343 -0.50341 0.135
H -1.37806 -1.78431 -1.51459 0.134
H 0.48679 -2.35971 -2.65473 0.102
H 2.12156 -2.09271 -4.42521 0.108
C 3.95300 -0.07810 -4.73100 -0.052
H 3.86704 -0.85517 -5.48599 0.072
H 4.95480 -0.11687 -4.30518 0.081
H 3.83353 0.89144 -5.21155 0.080
H 3.45280 1.53339 -2.60721 0.130
H -0.08213 1.90327 -0.30637 0.093
H 1.12116 2.70601 0.72254 0.096
```

## Properties
HOMO level ... -8.05 eV
Structure (SMILES) ... COc1cc(C)ccc1OCCCON1C(=O)CCC1=O
Strongest force on any atom ... 1.1 eV/Å
E ... -1013.888318 a.u.

Below is C15H20AlCl4GeN2O5 as an isolated structure, with properties calculated with ωB97M-V/def2-TZVPD.

Geometry as XYZ:
```
48
Properties=species:S:1:pos:R:3:lowdin_spin:R:1
Al -6.28366 -12.09093 10.76557 0.023
C -3.52212 -14.22570 14.60250 0.000
N -3.79690 -14.03168 13.15761 0.002
C -2.92388 -14.76569 12.22696 0.000
C -4.74720 -13.25830 12.72105 0.001
O -4.94876 -13.08812 11.46672 0.016
C -5.69461 -12.51977 13.64446 0.000
O -6.54524 -11.74788 12.78088 0.001
C -6.78613 -10.39486 13.14903 0.000
C -6.52138 -9.58009 11.88190 0.001
O -6.27523 -10.26134 10.83029 0.015
N -6.52628 -8.28352 11.90805 0.002
C -6.76162 -7.52994 13.14480 0.000
C -6.15720 -7.52609 10.70177 0.000
H -2.47213 -13.99217 14.77868 0.000
H -4.11828 -13.51291 15.18275 0.000
H -3.78667 -15.24834 14.88846 0.000
H -1.89850 -14.50434 12.43584 0.000
H -3.08317 -15.82981 12.42872 0.000
H -3.17672 -14.55192 11.20103 0.000
H -6.32193 -13.21145 14.20523 0.000
H -5.18639 -11.83074 14.34609 0.000
H -7.83148 -10.36209 13.50848 0.000
H -6.12147 -10.09616 13.94544 0.000
H -7.37605 -8.12834 13.79554 0.000
H -5.80776 -7.26502 13.60326 0.000
H -7.32715 -6.63951 12.88583 0.000
H -6.10766 -8.19947 9.84081 0.000
H -6.85938 -6.68343 10.55976 0.000
H -5.15389 -7.10104 10.85668 0.000
Cl -9.04911 -14.27501 4.68554 0.000
C -8.12019 -13.76387 6.01883 0.000
C -6.85014 -13.23365 5.81164 0.000
C -6.07554 -12.71086 6.81244 0.000
C -6.56096 -12.72114 8.13325 0.001
O -5.83261 -12.20440 9.08264 0.020
C -7.88142 -13.21322 8.34541 0.000
C -8.44924 -13.25875 9.61627 0.000
O -7.89470 -12.85665 10.69780 0.000
C -8.62978 -13.74427 7.25239 0.000
H -6.47469 -13.16356 4.79686 0.000
H -5.12091 -12.26981 6.62416 0.000
H -9.46022 -13.67570 9.72464 0.000
H -9.61451 -14.15012 7.42667 0.000
Cl -1.30242 -11.98133 10.58258 0.157
Ge -2.90211 -10.60033 10.49462 0.448
Cl -3.41414 -10.11681 12.64450 0.149
Cl -2.48152 -8.82112 9.46266 0.162
```

## Properties
HOMO level (spin up / spin down) ... -13.92 / -13.92 eV
Strongest force on any atom ... 1.4 eV/Å
Charge ... +2
E ... -5229.200723 a.u.
<S²> ... 0.753
2S+1 ... 2

Below is C15H20AlCl5N9Si2 as an isolated structure, with properties calculated with ωB97M-V/def2-TZVPD.

Geometry as XYZ:
```
52
Properties=species:S:1:pos:R:3:lowdin_charge:R:1
Al -1.04449 0.07182 -0.41219 0.285
Cl -0.97522 1.37275 2.62379 0.689
C -1.82832 -0.16187 2.41134 -0.656
C -2.00466 -0.69165 1.16459 -0.235
C -3.01774 -1.68370 1.03760 -0.645
Cl -3.89056 -2.04867 -0.41927 0.721
C -3.38744 -2.47229 2.19591 -0.694
Cl -4.17543 -3.99857 2.11830 0.665
C -3.18225 -1.88073 3.48680 -0.705
Cl -3.90412 -2.52129 4.90026 0.669
C -2.41735 -0.67590 3.57278 -0.698
Cl -2.52841 0.25114 5.02494 0.654
N -3.21937 0.92454 -2.72048 0.148
C -2.50162 -0.23897 -3.00670 -0.508
N -2.70725 -0.97707 -4.07703 0.031
N -2.00934 -2.12125 -3.82295 -0.081
N -1.34505 -2.01641 -2.71354 -0.025
N -1.58615 -0.71066 -2.18656 -0.007
C -2.81746 1.95853 -1.86999 -0.405
N -3.29767 3.21698 -1.87631 0.034
N -2.54899 3.83406 -0.90069 -0.085
N -1.73384 3.03763 -0.38208 -0.051
N -1.86747 1.75578 -0.91873 0.015
H -3.97692 1.11434 -3.33123 0.124
C 0.66522 -2.79774 0.81613 -0.159
Si 1.82080 -1.33191 0.41627 0.469
C 2.42212 -0.60655 2.11939 -0.172
C 3.19019 -2.14511 -0.54814 -0.194
C 0.97047 0.07374 -0.60672 -0.379
Si 2.03661 1.65678 -0.60724 0.381
C 1.95836 2.87244 0.81621 -0.184
C 1.62111 2.62573 -2.15543 -0.177
C 3.81992 1.18291 -0.64568 -0.205
H 0.94949 -3.14674 1.79716 0.023
H 0.89064 -3.53958 0.06966 0.020
H -0.40503 -2.64322 0.85182 -0.002
H 1.50047 -0.26578 2.68918 0.030
H 3.07931 0.20012 2.03859 -0.031
H 2.85553 -1.39586 2.75148 0.025
H 3.82933 -2.71946 0.14818 0.037
H 3.90789 -1.45061 -0.99070 0.005
H 2.85399 -2.89148 -1.28151 0.038
H 1.07780 -0.28540 -1.65337 0.021
H 0.93724 3.27493 0.96623 0.021
H 2.65934 3.67903 0.67985 0.023
H 2.18929 2.39612 1.75272 0.005
H 1.93473 2.08561 -3.03462 0.022
H 2.14573 3.56756 -2.08258 0.018
H 0.54788 2.92311 -2.20524 0.034
H 4.07284 0.47814 0.16196 0.013
H 4.34183 2.10438 -0.49390 0.015
H 4.09401 0.76032 -1.66828 0.062
```

## Properties
HOMO level ... -6.06 eV
Strongest force on any atom ... 2.9 eV/Å
Charge ... -1
E ... -4198.991214 a.u.

Below is C15H20As2NaO7S as an isolated structure, with properties calculated with ωB97M-V/def2-TZVPD.

Geometry as XYZ:
```
46
Properties=species:S:1:pos:R:3:lowdin_charge:R:1
Na 0.06987 -1.96605 1.01638 0.178
O -1.18242 -0.83370 2.60787 -0.436
As -2.82646 -0.93194 1.78169 1.046
O -3.54625 -2.12574 2.62212 -0.623
O -2.05497 -1.88323 0.20162 -0.346
C -2.57934 -2.92235 -0.43619 -0.354
C -3.96701 -3.00703 -0.64241 -0.030
C -4.53835 -4.01859 -1.38622 -0.094
C -3.74821 -5.00787 -1.96248 -0.114
C -2.38434 -4.96622 -1.74075 -0.119
C -1.79195 -3.95598 -0.98872 -0.265
S -0.04496 -4.26931 -0.68312 0.969
O 0.46362 -2.85199 -1.25171 -0.504
O 0.15344 -4.24791 0.78594 -0.471
O 1.93128 -2.89236 -1.21108 -0.340
H -1.20129 -1.53204 3.27611 0.019
H -4.58526 -2.24039 -0.19296 0.096
H -5.61354 -4.03622 -1.51913 0.098
H -4.18814 -5.80096 -2.55236 0.090
H -1.74386 -5.74287 -2.14569 0.095
O 2.48697 -1.69294 1.00582 -0.143
H 3.08964 -2.25252 1.49798 0.030
H 2.34699 -2.17209 0.10511 -0.016
C 1.99305 1.15875 -1.64663 -0.310
As 0.62306 0.80732 -0.29645 1.202
C -0.65890 2.18743 -0.83121 -0.323
C 1.47964 1.72848 1.25532 -0.324
C 1.86390 3.14990 1.03250 -0.313
C 0.96954 4.18672 1.30575 -0.069
C 1.30618 5.51022 1.06688 -0.097
C 2.55302 5.83245 0.54770 -0.113
C 3.45698 4.81420 0.27698 -0.097
C 3.11554 3.49171 0.51789 -0.067
H 2.22689 2.22000 -1.73207 0.013
H 1.62968 0.78398 -2.60344 0.022
H 2.88679 0.59241 -1.38624 0.024
H -0.19388 3.16413 -0.96739 0.015
H -1.43667 2.25338 -0.06955 0.014
H -1.12519 1.87615 -1.76608 0.018
H 2.33736 1.09958 1.49466 0.064
H 0.75594 1.63447 2.06648 0.067
H -0.00518 3.94326 1.71341 0.112
H 0.59331 6.29521 1.28838 0.096
H 2.81884 6.86500 0.35997 0.091
H 4.43539 5.05214 -0.12255 0.096
H 3.82924 2.70341 0.30788 0.111
```

## Properties
HOMO level ... -5.36 eV
Strongest force on any atom ... 0.7 eV/Å
Charge ... -1
E ... -6142.357265 a.u.

Below is an isolated ion of composition C15H20BIO8P and charge -1, with properties calculated with ωB97M-V/def2-TZVPD.

Geometry as XYZ:
```
46
Properties=species:S:1:pos:R:3:lowdin_charge:R:1
C 1.37839 2.86034 -0.03502 -0.070
C 0.20765 2.35005 -0.89849 -0.174
C -0.09414 0.85864 -0.73155 -0.215
B 1.12542 -0.00384 -1.32572 -0.770
O 1.40724 -1.29975 -1.00918 0.125
O 1.98161 0.60368 -2.22846 0.024
C 3.36388 0.57935 -1.85026 -0.064
C -0.57882 0.60478 0.73766 -0.272
C 0.34505 0.31932 1.90649 -0.062
C 0.94606 -1.06313 1.96113 -0.216
C 2.33744 -1.20795 1.89069 -0.053
C 2.94987 -2.45875 1.89868 -0.084
C 2.15731 -3.60195 1.96853 -0.096
C 0.77398 -3.46510 2.05364 -0.080
C 0.15835 -2.21513 2.04796 -0.029
O -1.70783 -0.24054 0.70391 -0.083
C -2.44881 0.34741 -0.35177 -0.386
P -4.05797 -0.42797 -0.67333 0.431
O -4.52301 -0.33610 -2.05434 -0.281
O -4.07579 -1.87720 -0.01278 -0.117
O -5.07258 0.38200 0.29722 -0.141
C -1.44549 0.51857 -1.48863 -0.515
I -1.37435 -1.32759 -2.66839 1.105
C -1.95146 1.62401 -2.49064 -0.796
O -1.64373 1.52265 -3.67405 -0.064
O -2.59032 2.52658 -1.92205 -0.046
H 2.11787 2.09449 0.19636 0.059
H 1.88035 3.67433 -0.54685 0.073
H 1.00278 3.23060 0.91752 0.070
H -0.67247 2.92817 -0.63720 0.111
H 0.41900 2.58464 -1.93433 0.123
H 0.66860 -1.68684 -0.52408 0.062
H 3.90398 -0.09494 -2.50850 0.088
H 3.47862 0.25599 -0.81783 0.075
H 3.74904 1.59195 -1.93782 0.087
H -1.00205 1.58884 0.99946 0.151
H -0.26192 0.45743 2.80284 0.131
H 1.13606 1.05569 1.96405 0.104
H 2.95425 -0.32278 1.81033 0.107
H 4.02433 -2.50531 1.81742 0.095
H 2.63661 -4.56816 1.94958 0.092
H 0.16840 -4.35867 2.09688 0.097
H -0.91444 -2.11486 2.09223 0.113
H -2.73274 1.37983 -0.11079 0.127
H -4.88725 -1.96986 0.50025 0.079
H -5.23699 1.20711 -0.18078 0.083
```

## Properties
HOMO level ... -4.78 eV
Structure (SMILES) ... CC[C@@]1(B(O)OC)[C@H](Cc2ccccc2)O[C@H](P(=O)(O)O)[C@@]1(I)C(=O)[O-]
Strongest force on any atom ... 1.5 eV/Å
Charge ... -1
E ... -1849.663291 a.u.

Below is C15H20Br21N2 as an isolated structure, with properties calculated with ωB97M-V/def2-TZVPD.

Geometry as XYZ:
```
58
Properties=species:S:1:pos:R:3:lowdin_charge:R:1
C -4.26023 2.18226 -1.54153 -0.092
C -3.51816 0.84514 -1.34601 -0.220
C -3.99499 0.05311 -0.10682 -0.165
N -3.05332 -0.01624 1.01827 -0.051
N -1.75182 -0.34009 0.65735 -0.217
C -0.80102 0.58111 0.90350 -0.033
C 0.51931 0.41525 0.55211 -0.183
C 0.89512 -0.74225 -0.10646 -0.158
C -0.07064 -1.70640 -0.34841 -0.022
C -1.37308 -1.49532 0.04869 -0.185
H -3.80713 2.95554 -0.91659 0.076
H -5.33734 2.09087 -1.39875 0.035
H -4.06148 2.49459 -2.56928 0.079
H -2.44686 1.06207 -1.36576 0.093
H -3.74329 0.23732 -2.22581 0.107
H -4.87319 0.57238 0.28313 0.099
H -4.35799 -0.93407 -0.39750 0.114
H -3.07726 0.79392 1.61836 0.139
H -1.09389 1.49479 1.40487 0.154
H 1.20705 1.20785 0.77977 0.012
H 1.95145 -0.83804 -0.41116 -0.009
H 0.22057 -2.60712 -0.87102 0.132
H -2.11024 -2.25684 -0.15577 0.115
C 1.68131 4.22828 -1.84029 -1.577
Br 1.01837 2.51039 -1.23439 0.717
Br 0.49999 5.65574 -1.33049 0.582
Br 3.47933 4.51340 -1.23329 0.563
H 1.70516 4.20036 -2.92085 -0.021
C -1.98234 -3.06029 4.13696 -1.581
Br -0.38335 -4.12348 4.26877 0.597
Br -2.12518 -2.20463 2.40238 0.883
Br -3.55879 -4.07385 4.56528 0.607
H -1.90187 -2.26837 4.86842 -0.026
C -8.61672 0.61583 -1.62691 -1.636
Br -7.76709 -0.96217 -2.33275 0.564
Br -8.15392 0.90704 0.22187 0.570
Br -8.24156 2.16483 -2.70280 0.589
H -9.68385 0.44831 -1.66524 -0.027
C 4.30061 8.71871 -0.84060 -1.631
Br 6.02499 8.16596 -0.18861 0.574
Br 4.00181 8.13620 -2.65201 0.558
Br 2.88449 8.15477 0.33661 0.543
H 4.29360 9.79917 -0.85166 -0.029
C 4.53420 -3.53382 -0.09538 -1.584
Br 4.10333 -5.32191 0.46299 0.586
Br 3.23176 -2.25342 0.55472 0.706
Br 6.32735 -3.03801 0.38836 0.596
H 4.47960 -3.51202 -1.17458 -0.022
C 3.99748 -9.45211 0.44216 -1.659
Br 5.85341 -9.76922 0.05072 0.580
Br 2.94971 -11.05830 0.30119 0.585
Br 3.77036 -8.60386 2.15998 0.541
H 3.62753 -8.76344 -0.30403 -0.043
C 5.79561 1.49961 0.91833 -1.606
Br 4.11500 1.43617 1.86779 0.567
Br 5.70213 0.58739 -0.77528 0.556
Br 6.43137 3.30269 0.72255 0.582
H 6.51762 0.97082 1.52461 -0.024
```

## Properties
HOMO level ... -11.69 eV
Strongest force on any atom ... 3.2 eV/Å
Charge ... +1
E ... -54746.962323 a.u.